No. 1
83
Properties=species:S:1:pos:R:3:forces:R:3:lowdin_spin:R:1 method="wB97M-V/def2-TZVPD" relative_energy_kj_mol=0.00 max_force_ev_per_a=0.31 orbital_gap_ev="7.656 / 6.166" total_charge=+1 multiplicity=2 e_lumo_ev="-3.4034 / -4.7452"
Pb -0.2790 -0.8556 0.3530 0.18 -0.12 -0.11 0.004
S -3.0431 -2.9076 3.7857 -0.16 -0.04 0.06 0.839
Sb -0.9234 -3.4837 2.9350 0.22 0.13 -0.18 0.030
S 0.1007 -1.2548 3.2900 -0.11 -0.08 0.19 -0.001
S -1.6257 -3.0261 0.6616 -0.01 -0.05 0.10 0.094
C -2.7752 -1.7851 -3.0586 0.05 -0.01 0.08 0.000
P -1.4888 -0.7485 -2.2858 -0.01 0.01 -0.07 0.003
C -2.1404 0.9760 -2.3823 0.03 0.09 0.15 0.001
N -2.3149 1.5114 -3.5658 -0.05 -0.04 0.06 0.000
C -2.6336 2.8254 -3.6348 0.00 -0.03 -0.06 0.000
C -2.8310 3.4330 -4.8995 0.02 -0.05 0.00 0.000
C -3.0958 4.7667 -4.9663 -0.02 0.09 0.02 0.000
C -3.1796 5.5532 -3.7857 -0.01 0.01 -0.07 0.000
C -3.0057 4.9909 -2.5576 -0.01 0.00 0.04 0.000
C -2.7353 3.6043 -2.4594 0.02 0.02 0.08 0.000
N -2.6026 3.0308 -1.2388 -0.02 -0.09 -0.04 0.000
C -2.3369 1.7469 -1.1887 -0.05 0.02 -0.11 0.000
P -2.3537 0.9681 0.4820 -0.10 0.20 -0.10 0.000
C -1.8851 2.3265 1.5906 0.02 0.01 -0.06 0.000
C -4.1505 0.6130 0.8013 0.06 -0.07 0.01 0.001
C -4.5567 -0.5633 -0.0887 -0.03 -0.02 0.03 0.000
C -5.0392 1.8206 0.5109 -0.05 0.03 0.03 0.000
C -4.2473 0.2193 2.2780 -0.03 -0.03 0.00 0.012
C -0.0617 -0.7951 -3.4831 -0.08 0.01 -0.02 0.000
C 0.8467 0.4065 -3.2116 0.02 0.02 -0.03 0.000
C -0.5105 -0.8002 -4.9477 0.04 0.02 -0.06 0.000
C 0.6928 -2.0951 -3.1672 0.02 0.02 -0.05 0.000
H -3.2609 -1.2536 -3.8761 0.02 0.01 -0.02 0.000
H -3.5077 -2.0834 -2.3134 -0.06 0.01 0.00 0.000
H -2.3006 -2.6875 -3.4443 -0.02 0.00 0.01 0.000
H -2.7568 2.8165 -5.7867 0.00 0.01 0.05 0.000
H -3.2417 5.2403 -5.9294 0.00 -0.01 0.05 0.000
H -3.3890 6.6121 -3.8695 0.01 -0.04 -0.01 0.000
H -3.0768 5.5685 -1.6445 0.01 -0.03 -0.03 0.000
H -2.5624 3.1716 1.4892 0.01 0.02 0.01 0.000
H -0.8767 2.6539 1.3354 0.00 0.01 0.00 0.000
H -1.8810 1.9576 2.6159 0.00 0.01 0.00 0.000
H -4.4898 -0.3009 -1.1477 -0.01 0.01 0.00 0.000
H -5.5991 -0.8237 0.1157 0.05 0.01 -0.01 0.000
H -3.9422 -1.4462 0.1047 -0.02 0.03 -0.01 -0.001
H -5.0504 2.0802 -0.5482 0.01 -0.01 0.02 0.000
H -4.7437 2.7047 1.0783 -0.01 -0.03 -0.02 0.000
H -6.0630 1.5664 0.8025 0.05 0.02 -0.01 0.000
H -3.5576 -0.5920 2.5241 -0.01 0.03 0.00 0.016
H -5.2615 -0.1303 2.4900 0.05 0.01 -0.01 0.000
H -4.0418 1.0626 2.9401 -0.02 -0.03 -0.02 0.000
H 0.3865 1.3445 -3.5286 0.01 -0.06 0.02 0.000
H 1.7770 0.2829 -3.7725 -0.04 0.02 0.03 0.000
H 1.1128 0.4917 -2.1538 0.02 0.00 0.00 0.000
H -1.2053 0.0116 -5.1645 0.08 -0.06 0.03 0.000
H -0.9784 -1.7480 -5.2197 0.00 0.04 0.01 0.000
H 0.3694 -0.6742 -5.5862 -0.04 -0.05 0.03 0.000
H 1.0890 -2.1039 -2.1480 0.00 0.01 -0.01 0.000
H 1.5410 -2.1923 -3.8497 -0.03 -0.01 0.01 0.000
H 0.0632 -2.9796 -3.2945 0.02 0.04 0.01 0.000
C 5.4073 -2.9831 1.7045 0.00 -0.05 0.07 0.000
C 4.9594 -4.1407 2.5962 -0.04 0.10 -0.06 0.000
C 4.2577 -3.7089 3.8853 -0.07 0.05 0.00 0.000
C 2.7670 -3.3406 3.7362 0.15 -0.01 0.04 0.000
Ge 2.3539 -1.5518 3.0986 -0.14 0.00 -0.25 -0.001
C 3.0534 -0.0432 4.1065 0.07 -0.03 0.06 0.000
C 4.4784 0.3970 3.7514 -0.04 -0.01 0.01 0.000
C 4.6154 0.9497 2.3365 0.05 0.02 0.00 0.000
C 6.0286 1.4384 2.0361 -0.01 0.01 0.04 0.000
H 5.9241 -3.3479 0.8161 0.00 0.00 0.02 0.000
H 6.0970 -2.3254 2.2415 -0.03 -0.02 -0.02 0.000
H 4.5659 -2.3794 1.3626 0.00 0.01 -0.02 0.000
H 5.8356 -4.7333 2.8638 0.02 0.00 0.00 0.000
H 4.2991 -4.8085 2.0341 0.02 -0.02 0.01 0.000
H 4.8131 -2.8722 4.3243 -0.03 -0.03 0.06 0.000
H 4.3224 -4.5214 4.6110 0.00 -0.03 -0.02 0.000
H 2.2691 -3.4164 4.7058 -0.01 -0.03 0.01 0.000
H 2.2604 -4.0381 3.0637 0.07 -0.12 0.05 0.000
H 2.6078 -1.4181 1.5831 -0.06 0.01 -0.05 0.000
H 2.9764 -0.3226 5.1608 0.01 0.04 -0.01 0.000
H 2.3379 0.7681 3.9462 0.09 0.08 0.03 0.000
H 5.1778 -0.4373 3.8776 -0.03 0.03 0.02 0.000
H 4.7908 1.1654 4.4653 0.02 -0.02 -0.02 0.000
H 3.9043 1.7728 2.2076 0.00 -0.01 -0.02 0.000
H 4.3360 0.1785 1.6122 0.01 0.03 -0.01 0.000
H 6.3101 2.2531 2.7083 0.00 -0.05 -0.03 0.000
H 6.1174 1.8053 1.0122 -0.01 -0.02 0.04 0.000
H 6.7564 0.6332 2.1672 -0.03 0.04 -0.01 0.000

=====

No. 2
134
Properties=species:S:1:pos:R:3:forces:R:3:mulliken_charge:R:1 method="wB97M-V/def2-TZVPD" max_force_ev_per_a=1.72 orbital_gap_ev="4.892 / 5.785" total_charge=-2 e_lumo_ev="3.7118 / 3.7560"
Zn 0.6358 1.1615 -0.2356 0.16 -0.18 0.39 0.989
C -3.1995 0.4663 4.4990 0.14 0.05 -0.22 -1.774
C -2.3933 1.2881 3.4918 0.02 0.02 0.18 2.147
C -1.4163 2.2425 4.1819 0.00 -0.19 -0.14 -1.699
C -3.2805 2.0854 2.5628 0.08 -0.26 -0.14 0.264
C -4.1341 3.0436 3.0755 -0.13 0.03 0.02 -0.265
C -4.8696 3.8622 2.2385 -0.10 0.10 0.06 -1.536
C -4.7055 3.7348 0.8730 -0.15 0.02 0.10 -0.720
C -3.8634 2.7860 0.3103 -0.03 0.03 -0.11 0.587
C -3.7759 2.7776 -1.2028 -0.01 -0.20 -0.16 0.589
C -4.7194 1.7270 -1.7999 0.07 0.24 0.02 -1.380
C -2.3636 2.6108 -1.7523 -0.14 0.08 0.04 -0.855
C -3.1600 1.9065 1.1643 -0.62 0.42 0.48 -0.215
N -2.2198 1.0299 0.7128 0.90 -0.22 -0.08 0.250
C -2.2618 -0.2027 0.3438 0.49 0.49 -0.11 0.127
C -1.0674 -0.9185 -0.0443 -0.50 0.10 -1.27 -0.626
N 1.1661 -1.2589 0.1550 -0.71 1.18 -1.02 1.211
C 2.5197 -1.5151 0.6972 0.89 0.50 0.60 1.310
C 3.6558 -1.8098 -1.7664 0.40 -0.03 -0.35 0.719
C 4.3262 -2.9624 -1.8204 -0.25 0.34 0.11 -2.588
C 4.2472 -3.8704 0.6156 -0.12 0.00 -0.09 -0.907
C 3.3702 -3.5335 1.7877 -0.11 -0.04 0.01 -1.011
C 2.5731 -2.4694 1.8448 -0.10 -0.39 0.07 0.491
C 1.7640 -2.1149 3.0717 0.04 -0.05 0.27 1.745
C 2.6804 -1.4413 4.0952 -0.11 0.09 -0.09 -1.609
C 1.0607 -3.3289 3.6810 0.02 0.20 -0.15 -1.691
C 3.7102 -0.5865 -2.6219 0.02 0.09 -0.04 0.035
C 4.1191 0.6666 -1.8492 0.07 -0.14 -0.04 -1.254
C 2.3682 -0.3680 -3.3273 0.15 -0.10 0.09 -1.417
C -1.4555 -2.1479 -0.8538 0.09 0.10 0.55 1.743
C -1.2697 -2.2229 -2.3511 -0.05 -0.06 -0.22 -0.447
C -1.8944 -3.2540 -2.9087 0.11 0.03 -0.42 -1.414
C -2.7075 -4.1158 -1.9744 0.00 -0.21 0.29 -0.032
C -3.6450 -3.1804 -1.2467 -0.11 0.24 0.18 0.205
C -5.0158 -3.1433 -1.0590 0.14 -0.14 -0.08 -1.262
C -5.5607 -2.0757 -0.3458 -0.32 0.04 0.10 -0.967
C -4.8013 -1.0384 0.1865 0.00 0.14 0.14 0.287
C -3.4211 -1.0681 0.0115 -0.21 -0.73 -0.27 -0.136
C -2.9235 -2.1648 -0.6716 -0.18 0.21 0.16 -0.287
H -2.5276 -0.0800 5.1589 0.05 -0.08 0.11 0.439
H -3.8285 -0.2530 3.9767 -0.11 -0.08 0.01 0.396
H -3.8385 1.1017 5.1096 -0.08 0.07 0.10 0.313
H -1.8016 0.5954 2.8875 -0.10 0.09 0.07 -0.780
H -1.9440 2.9639 4.8040 -0.05 0.09 0.09 0.320
H -0.8499 2.7857 3.4290 0.11 0.12 -0.02 0.415
H -0.7138 1.6922 4.8046 0.10 -0.06 0.11 0.407
H -4.2184 3.1724 4.1474 0.04 -0.03 0.09 0.334
H -5.5412 4.6082 2.6445 0.01 0.05 0.01 0.332
H -5.2459 4.4065 0.2161 0.00 0.02 -0.09 0.366
H -4.1366 3.7609 -1.5356 0.02 -0.07 0.12 0.696
H -4.3712 0.7247 -1.5706 0.01 -0.09 -0.03 0.032
H -4.7679 1.8332 -2.8834 0.01 -0.01 -0.15 0.520
H -5.7253 1.8436 -1.3967 -0.11 -0.05 0.02 0.294
H -2.0005 1.6000 -1.6021 0.12 -0.16 -0.03 -0.204
H -1.6770 3.2887 -1.2539 0.16 0.10 0.02 -0.218
H -2.3552 2.8242 -2.8202 0.01 0.04 -0.17 0.508
H 5.1321 -3.3033 -2.4455 0.15 -0.09 -0.17 0.389
H 4.6189 -4.8914 0.7156 0.04 -0.03 -0.06 0.525
H 3.4533 -4.1924 2.6411 -0.08 -0.03 0.21 0.282
H 0.9955 -1.3946 2.7847 0.11 -0.06 0.01 -0.374
H 3.5000 -2.1050 4.3659 0.08 -0.10 0.05 0.258
H 2.1245 -1.1806 4.9947 -0.07 0.05 0.12 0.502
H 3.1043 -0.5337 3.6747 0.10 0.12 0.03 0.382
H 1.7747 -4.0241 4.1175 0.10 -0.11 0.07 0.421
H 0.4860 -3.8602 2.9261 -0.09 -0.09 -0.09 0.272
H 0.3788 -3.0083 4.4660 -0.06 0.03 0.13 0.419
H 4.4758 -0.7875 -3.3866 -0.06 -0.05 0.09 0.473
H 3.2898 1.0348 -1.2491 -0.01 0.09 0.09 0.049
H 4.4149 1.4566 -2.5369 -0.03 0.11 -0.10 0.505
H 4.9441 0.4537 -1.1756 0.08 0.07 0.09 0.286
H 1.6020 -0.1121 -2.5912 -0.07 -0.01 -0.04 -0.073
H 2.0593 -1.2652 -3.8624 -0.09 -0.07 -0.07 0.319
H 2.4472 0.4568 -4.0344 -0.04 0.09 -0.03 0.513
H -0.6612 -1.5068 -2.8761 0.13 0.13 -0.11 0.572
H -1.8531 -3.4950 -3.9582 0.07 0.02 -0.19 0.328
H -3.2040 -4.9522 -2.4687 0.01 0.01 0.02 0.769
H -5.6579 -3.9202 -1.4511 -0.09 -0.07 -0.02 0.466
H -6.6342 -2.0503 -0.2098 -0.07 0.02 0.04 0.363
H -5.2838 -0.2315 0.7202 -0.04 0.09 0.00 0.632
C 4.7397 -5.9405 -1.9249 -0.23 0.01 0.20 -1.912
C 3.3270 -6.0193 -1.3402 0.23 -0.34 -0.31 0.688
C 2.4895 -6.9190 -2.2478 -0.04 -0.11 0.35 -1.140
C 1.1406 -7.1687 -1.6046 0.10 0.01 -0.10 -1.190
C 0.4737 -5.8475 -1.3315 -0.35 -0.44 -0.18 1.666
C -0.8913 -5.8063 -1.3247 0.10 0.07 0.14 -2.598
C -1.7003 -4.6441 -0.8921 -0.21 0.03 -0.20 2.141
F -2.5225 -5.1071 0.1806 0.09 -0.09 0.02 -0.535
C -0.8510 -3.4899 -0.3644 -0.05 0.07 0.29 -0.086
C 0.6003 -3.5122 -0.7881 -0.03 1.15 0.22 -0.096
C 1.2999 -2.3432 -0.7008 0.00 -1.32 0.33 -1.827
O -0.0572 -1.1295 0.8806 0.85 -0.38 0.89 -0.639
C 2.7784 -2.2798 -0.6360 -0.21 0.09 -0.19 0.527
C 3.5178 -3.6340 -0.7141 0.45 0.40 0.20 0.018
N 2.6862 -4.7227 -1.2195 -0.78 -0.31 0.10 0.681
C 1.2723 -4.6994 -1.1227 0.72 0.06 0.03 -0.610
C 3.3231 -0.1909 1.0569 -0.50 -1.06 -0.42 -0.461
O 4.5315 -0.3266 1.2070 0.67 -0.31 0.09 -0.772
O 2.6108 0.8176 1.1583 -1.03 1.01 -0.17 -0.764
H 5.1697 -6.9417 -1.9473 -0.01 -0.07 0.01 0.545
H 5.3927 -5.3062 -1.3372 0.15 0.06 0.03 0.382
H 4.6980 -5.5580 -2.9418 0.03 0.07 -0.12 0.330
H 3.3947 -6.5082 -0.3491 -0.01 0.04 -0.08 0.326
H 3.0221 -7.8568 -2.4278 0.03 0.03 0.01 0.383
H 2.3480 -6.4115 -3.2036 0.06 0.03 -0.11 0.376
H 1.2741 -7.7035 -0.6571 0.03 -0.04 -0.05 0.331
H 0.5093 -7.7892 -2.2448 -0.05 0.04 0.06 0.419
H -1.4523 -6.7109 -1.5096 -0.04 -0.17 -0.09 0.354
H -0.8985 -3.5175 0.7312 -0.05 -0.12 -0.13 0.647
H 5.1081 -3.1928 0.6228 0.04 -0.08 -0.02 0.531
C 3.3530 5.9197 -1.3815 0.00 0.22 0.05 -1.422
C 2.1235 6.7997 -1.5626 0.32 -0.06 -0.71 0.400
C 1.1995 6.2457 -2.6464 0.10 0.16 0.20 -0.942
O 1.3910 6.9983 -0.3741 -0.42 -0.16 0.79 -0.310
P 1.2898 5.9056 0.8646 -0.19 0.35 -0.04 0.354
S 2.8877 6.0409 2.0001 -0.12 -0.36 -0.15 -0.569
S 0.5537 4.1979 0.0934 0.45 0.03 0.40 -0.166
O 0.1572 6.6682 1.7316 0.30 -0.13 0.18 -0.408
C -1.1193 7.1735 1.3874 -0.42 0.17 -0.22 0.556
C -1.8804 6.2977 0.4051 0.02 0.05 0.24 -0.819
C -0.9799 8.6081 0.8763 0.05 -0.25 0.16 -1.362
H 3.9312 5.8952 -2.3043 0.01 0.00 -0.15 0.495
H 3.0480 4.9088 -1.1195 0.08 -0.11 -0.01 0.242
H 3.9725 6.3054 -0.5753 0.07 -0.04 -0.02 0.336
H 2.4502 7.8149 -1.8499 -0.03 -0.24 0.02 0.180
H 0.8096 5.2853 -2.3177 -0.02 -0.07 -0.05 0.027
H 1.7436 6.1180 -3.5793 0.09 0.01 -0.17 0.482
H 0.3661 6.9266 -2.8099 -0.12 0.06 -0.04 0.257
H -1.6594 7.1898 2.3480 0.07 0.00 -0.23 0.341
H -1.3420 6.2456 -0.5377 -0.04 -0.03 -0.13 0.071
H -2.8739 6.7104 0.2373 -0.14 0.11 0.00 0.567
H -1.9767 5.2879 0.7968 -0.06 -0.05 -0.07 -0.032
H -0.4691 8.6058 -0.0828 0.03 0.02 -0.10 0.161
H -0.3858 9.1882 1.5794 0.04 0.09 0.05 0.329
H -1.9608 9.0690 0.7679 -0.12 0.04 -0.01 0.459